Entry from the Open Molecules 2025 dataset: a structure of composition C38H21F15GeN6OsS2 (ωB97M-V/def2-TZVPD).

Each line ends with the Mulliken charge.
CARTESIAN COORDINATES (ANGSTROEM)
Os (-0.03073, 1.17074, -1.56246)  0.6273
C (-3.76517, -0.54053, -0.00993)  -1.6052
C (-2.40706, -0.24464, -0.54143)  1.3469
N (-1.97420, 0.89995, -0.94408)  0.7703
N (-2.75619, 2.03105, -0.91473)  -0.5648
C (-2.25645, 3.19293, -1.36306)  0.8266
N (-3.04118, 4.25380, -1.36700)  -0.4105
S (-0.62242, 3.35424, -1.91819)  -0.6504
C (-1.39263, -1.30833, -0.66290)  0.8295
C (-1.68094, -2.63904, -0.41792)  -1.1696
C (-0.68554, -3.59128, -0.59580)  -1.2385
C (0.57174, -3.17895, -0.99815)  -1.2149
C (0.79574, -1.82905, -1.22456)  -0.6602
N (-0.16136, -0.91484, -1.06837)  0.5930
H (-4.45757, 0.29470, -0.06507)  0.5932
H (-3.69802, -0.85266, 1.03429)  -0.1731
H (-4.20712, -1.35592, -0.58213)  0.4402
H (-3.67801, 1.97264, -0.50699)  0.2002
H (-4.00464, 4.23163, -1.06846)  0.2054
H (-2.66817, 5.14263, -1.66582)  0.2505
H (-2.67010, -2.93397, -0.09809)  0.6113
H (-0.89151, -4.63769, -0.41260)  0.5229
H (1.37799, -3.88432, -1.14186)  0.6038
H (1.75728, -1.45891, -1.55600)  0.7136
C (-0.78187, -0.52585, -4.02497)  -1.4675
N (0.15171, 0.43163, -3.41119)  0.1066
C (1.30070, 0.66890, -4.07995)  -0.1843
C (2.26190, 1.37916, -3.42754)  0.1194
C (3.56229, 1.89793, -3.70496)  -1.2111
C (3.94546, 2.56169, -2.57645)  -0.7619
C (2.88206, 2.44062, -1.62442)  -0.5316
N (1.89767, 1.72847, -2.13088)  1.1461
C (-2.22716, -0.12296, -3.89716)  0.5241
C (-2.62208, 1.17521, -4.21475)  -0.1887
C (-3.95892, 1.53774, -4.14840)  -0.7240
C (-4.91755, 0.60374, -3.76963)  -0.5923
C (-4.53200, -0.69570, -3.47299)  -0.7579
C (-3.19028, -1.05538, -3.53368)  -0.2859
H (-0.62741, -1.52962, -3.61874)  0.1960
H (-0.52579, -0.57909, -5.08641)  0.8035
H (1.42072, 0.27779, -5.08315)  0.5334
H (4.10956, 1.78595, -4.62645)  0.5420
H (4.86976, 3.08914, -2.40882)  0.5225
H (2.84120, 2.83917, -0.62234)  0.5702
H (-1.88203, 1.89830, -4.53934)  0.4408
H (-4.26024, 2.53951, -4.42842)  0.5400
H (-5.96409, 0.87781, -3.74483)  0.4676
H (-5.27954, -1.43673, -3.21883)  0.5195
H (-2.89504, -2.07821, -3.32355)  0.4771
F (1.14044, -3.20159, 2.58528)  -0.4078
C (-0.03951, -2.60273, 2.77173)  0.1620
C (-0.19265, -1.24360, 2.54706)  0.8609
C (-1.47276, -0.73711, 2.71339)  -0.1252
F (-1.70917, 0.56248, 2.47056)  -0.6409
C (-2.54440, -1.51616, 3.10086)  0.1849
F (-3.75976, -0.98667, 3.21954)  -0.3914
C (-2.34984, -2.86960, 3.33726)  0.5206
F (-3.36748, -3.63298, 3.68448)  -0.2997
C (-1.08936, -3.41697, 3.16797)  0.3166
F (-0.90135, -4.71756, 3.34269)  -0.3184
Ge (1.27389, -0.01035, 2.14439)  0.9778
S (0.75876, 1.51627, 0.59168)  -0.7522
C (1.62695, 1.20913, 3.62056)  0.0470
C (0.94745, 1.22923, 4.82777)  0.3289
F (-0.05971, 0.37554, 5.05188)  -0.2686
C (1.28010, 2.10394, 5.84624)  0.0430
F (0.60803, 2.09794, 6.98698)  -0.2692
C (2.33165, 2.98997, 5.66471)  0.7274
F (2.65889, 3.82967, 6.62629)  -0.2696
C (3.04252, 2.98982, 4.47356)  -0.0817
F (4.05247, 3.82979, 4.29874)  -0.2700
C (2.67922, 2.10223, 3.48001)  -0.0116
F (3.39176, 2.10628, 2.34001)  -0.3011
C (2.94422, -0.96202, 1.83210)  0.4750
C (3.48595, -1.59764, 2.93969)  0.6632
F (2.79273, -1.59570, 4.08670)  -0.3868
C (4.71150, -2.23372, 2.91370)  0.1471
F (5.19050, -2.83249, 3.99040)  -0.2672
C (5.43758, -2.23936, 1.72993)  0.7031
F (6.60684, -2.84408, 1.67478)  -0.2701
C (4.92889, -1.61050, 0.60387)  -0.1547
F (5.61607, -1.61382, -0.53247)  -0.2840
C (3.70014, -0.98039, 0.67697)  -0.5869
F (3.24666, -0.38060, -0.44010)  -0.0516

Calculated values
Net charge: +2
Calculated total energy in a.u.: -6250.6520
ΔE to the lowest compared entry with this formula, charge and spin in eV: 0.0000
Highest occupied orbital energy (spin up / spin down) in eV: -13.641 / -13.610
E_LUMO (spin up / spin down) in eV: -7.95 / -7.98
Orbital gap (spin up / spin down) in eV: 5.7 / 5.6